1.
{"formula": "C30H20Co2NO7", "method": "wB97M-V/def2-TZVPD", "lumo_energy_ev": 2.157, "relative_energy_kcal_mol": 0.0, "charge": -1, "gap_ha": 0.2242, "elements": ["C", "C", "C", "C", "C", "C", "N", "C", "C", "C", "C", "C", "C", "C", "O", "C", "C", "H", "H", "H", "H", "H", "H", "H", "H", "H", "H", "H", "H", "H", "O", "C", "Co", "C", "O", "C", "O", "C", "C", "C", "C", "C", "C", "C", "C", "C", "Co", "C", "O", "C", "O", "C", "O", "H", "H", "H", "H", "H", "H", "H"], "xyz": [[-3.496, -2.485, 3.082], [-3.646, -1.095, 2.986], [-2.523, -0.268, 2.960], [-1.221, -0.815, 3.018], [-0.035, 0.056, 2.980], [-0.093, 1.404, 2.779], [1.196, -0.589, 3.117], [2.323, -0.244, 2.396], [3.545, -1.084, 2.618], [4.761, -0.555, 2.160], [5.955, -1.253, 2.354], [5.935, -2.508, 2.984], [4.715, -3.068, 3.389], [3.518, -2.366, 3.189], [2.345, 0.679, 1.589], [-1.085, -2.218, 3.067], [-2.211, -3.045, 3.118], [-4.377, -3.126, 3.118], [-4.639, -0.645, 2.928], [-2.642, 0.814, 2.898], [0.817, 1.985, 2.660], [-1.056, 1.908, 2.769], [1.257, -1.364, 3.766], [4.762, 0.410, 1.651], [6.895, -0.814, 2.015], [6.868, -3.050, 3.149], [4.689, -4.053, 3.861], [2.567, -2.828, 3.465], [-0.093, -2.674, 3.053], [-2.077, -4.125, 3.177], [1.761, 2.569, -4.039], [0.663, 2.803, -3.758], [-0.983, 3.086, -3.275], [-0.660, 4.619, -2.496], [-0.347, 5.638, -2.051], [-1.786, 3.487, -4.777], [-2.233, 3.835, -5.786], [-1.297, 1.227, -2.530], [-0.905, 0.102, -3.359], [-1.026, 0.123, -4.768], [-0.382, -0.847, -5.535], [0.326, -1.882, -4.912], [0.326, -1.985, -3.517], [-0.329, -1.029, -2.741], [-1.115, 1.361, -1.122], [-0.207, 1.140, -0.170], [-2.634, 2.040, -1.694], [-3.809, 2.362, -2.989], [-4.676, 2.525, -3.737], [-3.676, 1.189, -0.543], [-4.298, 0.656, 0.276], [-2.592, 3.626, -0.890], [-2.779, 4.584, -0.268], [-1.600, 0.921, -5.247], [-0.424, -0.779, -6.622], [0.868, -2.613, -5.513], [0.841, -2.801, -3.012], [-0.365, -1.114, -1.652], [-0.247, 1.726, 0.738], [0.632, 0.447, -0.307]]}

2.
{"formula": "C30H20N3OsS3", "method": "wB97M-V/def2-TZVPD", "lumo_energy_ev": [-9.627, -11.819], "relative_energy_kcal_mol": 0.0, "spin_multiplicity": 5, "charge": 3, "gap_ha": [0.2245, 0.1325], "elements": ["Os", "S", "C", "C", "C", "C", "C", "C", "N", "C", "C", "C", "C", "C", "C", "C", "C", "N", "C", "C", "C", "C", "C", "S", "C", "H", "H", "H", "H", "H", "H", "H", "H", "H", "H", "H", "H", "C", "C", "C", "C", "C", "C", "C", "C", "C", "S", "C", "N", "H", "H", "H", "H", "H", "H", "H", "H"], "xyz": [[0.542, 0.048, 0.397], [5.996, -1.651, 0.674], [7.453, -2.486, 0.635], [7.282, -3.785, 0.326], [5.923, -4.116, 0.121], [5.080, -3.056, 0.275], [3.665, -3.041, 0.141], [2.955, -1.814, 0.269], [1.639, -1.713, 0.162], [0.896, -2.855, -0.099], [1.521, -4.121, -0.215], [0.687, -5.281, -0.433], [-0.654, -5.176, -0.509], [-1.304, -3.892, -0.395], [-2.662, -3.729, -0.431], [-3.238, -2.444, -0.285], [-2.352, -1.340, -0.150], [-1.037, -1.468, -0.147], [-0.496, -2.735, -0.222], [-4.638, -2.232, -0.278], [-5.342, -1.036, -0.048], [-6.715, -1.194, -0.108], [-7.074, -2.503, -0.389], [-5.754, -3.532, -0.555], [2.895, -4.193, -0.096], [8.381, -1.981, 0.840], [8.106, -4.476, 0.249], [5.590, -5.110, -0.140], [3.487, -0.893, 0.471], [1.166, -6.247, -0.525], [-1.269, -6.053, -0.656], [-3.286, -4.605, -0.551], [-2.737, -0.334, -0.055], [-4.864, -0.092, 0.166], [-7.441, -0.410, 0.040], [-8.079, -2.886, -0.493], [3.372, -5.158, -0.183], [-1.143, 1.687, -1.948], [-1.015, 2.467, -0.675], [-1.565, 3.749, -0.602], [-1.381, 4.521, 0.520], [-0.582, 4.044, 1.580], [-0.285, 4.820, 2.730], [0.558, 4.343, 3.696], [1.154, 3.083, 3.548], [0.864, 2.301, 2.449], [1.644, 0.759, 2.197], [-0.035, 2.757, 1.458], [-0.315, 1.950, 0.359], [-1.830, 2.177, -2.631], [-1.485, 0.667, -1.791], [-0.169, 1.630, -2.448], [-2.121, 4.123, -1.448], [-1.809, 5.515, 0.581], [-0.724, 5.805, 2.818], [0.791, 4.941, 4.566], [1.855, 2.728, 4.294]]}

3.
{"formula": "C30H20N7STc", "method": "wB97M-V/def2-TZVPD", "lumo_energy_ev": [-2.687, -4.787], "spin_multiplicity": 4, "charge": 1, "gap_ha": [0.2514, 0.1833], "elements": ["Tc", "C", "C", "C", "C", "N", "C", "N", "C", "N", "C", "N", "C", "C", "C", "C", "C", "N", "C", "C", "C", "C", "C", "C", "H", "H", "H", "H", "H", "H", "H", "H", "H", "H", "H", "H", "C", "C", "N", "C", "C", "C", "C", "C", "C", "C", "C", "C", "N", "C", "H", "H", "H", "H", "H", "H", "H", "H", "S"], "xyz": [[1.257, -0.376, -0.276], [-2.068, -2.320, 2.043], [-2.723, -3.062, 1.071], [-2.346, -2.915, -0.253], [-1.319, -2.041, -0.572], [-0.653, -1.358, 0.380], [-1.041, -1.486, 1.653], [-0.926, -1.911, -1.938], [-0.841, -0.561, -2.361], [0.061, 0.205, -1.732], [0.287, 1.357, -2.393], [1.360, 2.115, -1.859], [1.038, 2.587, -0.552], [0.827, 3.937, -0.336], [0.560, 4.377, 0.949], [0.509, 3.450, 1.982], [0.706, 2.119, 1.684], [0.962, 1.679, 0.446], [-0.533, 1.372, -3.537], [-0.724, 2.277, -4.593], [-1.603, 1.937, -5.592], [-2.313, 0.717, -5.574], [-2.155, -0.190, -4.556], [-1.262, 0.122, -3.518], [-2.346, -2.394, 3.085], [-3.522, -3.738, 1.346], [-2.837, -3.454, -1.049], [-0.496, -0.896, 2.380], [0.895, 4.609, -1.179], [0.405, 5.429, 1.147], [0.316, 3.758, 2.999], [0.656, 1.362, 2.458], [-0.180, 3.212, -4.617], [-1.763, 2.618, -6.417], [-2.997, 0.493, -6.382], [-2.703, -1.123, -4.542], [0.276, -4.067, -2.330], [0.441, -2.592, -2.154], [1.346, -2.214, -1.090], [1.927, -3.161, -0.316], [1.830, -4.537, -0.539], [0.945, -4.964, -1.601], [2.557, -5.416, 0.287], [3.347, -4.960, 1.308], [3.405, -3.575, 1.602], [4.156, -3.014, 2.652], [4.094, -1.660, 2.878], [3.280, -0.861, 2.074], [2.569, -1.346, 1.063], [2.652, -2.686, 0.811], [-0.397, -4.357, -3.127], [0.779, -2.159, -3.099], [0.833, -6.026, -1.781], [2.484, -6.480, 0.099], [3.916, -5.649, 1.918], [4.777, -3.657, 3.264], [4.660, -1.200, 3.674], [3.207, 0.205, 2.250], [2.710, 0.929, -1.651]]}

4.
{"formula": "C30H21BrFeIN2O3", "method": "wB97M-V/def2-TZVPD", "lumo_energy_ev": [-1.175, -1.243], "relative_energy_kcal_mol": 8.0, "spin_multiplicity": 6, "gap_ha": [0.2188, 0.2428], "elements": ["Fe", "Br", "C", "C", "C", "C", "O", "C", "C", "N", "C", "C", "C", "C", "C", "C", "C", "C", "N", "C", "C", "H", "H", "H", "H", "H", "H", "H", "H", "H", "H", "C", "C", "C", "C", "C", "C", "C", "H", "H", "H", "H", "H", "H", "H", "I", "C", "C", "C", "C", "C", "C", "C", "O", "O", "H", "H", "H", "H"], "xyz": [[-1.462, 0.649, -0.660], [1.760, -0.982, 5.553], [0.665, -0.962, 4.069], [0.113, -2.141, 3.452], [-0.721, -2.064, 2.344], [-1.097, -0.822, 1.771], [-1.911, -0.732, 0.743], [-0.563, 0.361, 2.449], [-0.905, 1.657, 1.977], [-1.558, 1.866, 0.849], [-1.851, 3.140, 0.358], [-1.334, 4.352, 0.824], [-1.878, 5.551, 0.298], [-2.829, 5.502, -0.701], [-3.276, 4.283, -1.279], [-4.209, 4.182, -2.338], [-4.524, 2.923, -2.840], [-3.830, 1.788, -2.392], [-2.958, 1.845, -1.350], [-2.719, 3.085, -0.783], [0.326, 0.271, 3.539], [0.420, -3.101, 3.892], [-1.074, -2.987, 1.831], [-0.480, 2.498, 2.528], [-0.514, 4.290, 1.551], [-1.590, 6.522, 0.670], [-3.294, 6.430, -1.030], [-4.597, 5.077, -2.795], [-5.244, 2.811, -3.642], [-3.978, 0.811, -2.850], [0.772, 1.188, 3.958], [-0.084, -2.521, -1.625], [0.070, -3.756, -1.052], [-0.645, -4.873, -1.602], [-0.433, -6.155, -1.174], [0.581, -6.440, -0.246], [1.282, -5.372, 0.345], [0.983, -4.049, 0.039], [-0.589, -2.387, -2.593], [0.300, -1.613, -1.135], [-1.361, -4.645, -2.390], [-1.055, -6.967, -1.584], [0.866, -7.489, -0.019], [2.053, -5.518, 1.111], [1.495, -3.217, 0.515], [7.328, -0.812, -0.633], [5.396, -0.109, -0.588], [4.361, -0.885, -1.136], [3.066, -0.397, -1.196], [2.726, 0.848, -0.649], [3.760, 1.590, -0.062], [5.037, 1.137, -0.018], [1.342, 1.488, -0.640], [1.247, 2.547, 0.030], [0.407, 0.863, -1.298], [4.596, -1.869, -1.576], [2.271, -1.021, -1.646], [3.526, 2.561, 0.395], [5.811, 1.772, 0.430]]}

- Which formula does entry 1 have?
  C30H20Co2NO7

Please write out number 4 again, unchanged.
{"formula": "C30H21BrFeIN2O3", "method": "wB97M-V/def2-TZVPD", "lumo_energy_ev": [-1.175, -1.243], "relative_energy_kcal_mol": 8.0, "spin_multiplicity": 6, "gap_ha": [0.2188, 0.2428], "elements": ["Fe", "Br", "C", "C", "C", "C", "O", "C", "C", "N", "C", "C", "C", "C", "C", "C", "C", "C", "N", "C", "C", "H", "H", "H", "H", "H", "H", "H", "H", "H", "H", "C", "C", "C", "C", "C", "C", "C", "H", "H", "H", "H", "H", "H", "H", "I", "C", "C", "C", "C", "C", "C", "C", "O", "O", "H", "H", "H", "H"], "xyz": [[-1.462, 0.649, -0.660], [1.760, -0.982, 5.553], [0.665, -0.962, 4.069], [0.113, -2.141, 3.452], [-0.721, -2.064, 2.344], [-1.097, -0.822, 1.771], [-1.911, -0.732, 0.743], [-0.563, 0.361, 2.449], [-0.905, 1.657, 1.977], [-1.558, 1.866, 0.849], [-1.851, 3.140, 0.358], [-1.334, 4.352, 0.824], [-1.878, 5.551, 0.298], [-2.829, 5.502, -0.701], [-3.276, 4.283, -1.279], [-4.209, 4.182, -2.338], [-4.524, 2.923, -2.840], [-3.830, 1.788, -2.392], [-2.958, 1.845, -1.350], [-2.719, 3.085, -0.783], [0.326, 0.271, 3.539], [0.420, -3.101, 3.892], [-1.074, -2.987, 1.831], [-0.480, 2.498, 2.528], [-0.514, 4.290, 1.551], [-1.590, 6.522, 0.670], [-3.294, 6.430, -1.030], [-4.597, 5.077, -2.795], [-5.244, 2.811, -3.642], [-3.978, 0.811, -2.850], [0.772, 1.188, 3.958], [-0.084, -2.521, -1.625], [0.070, -3.756, -1.052], [-0.645, -4.873, -1.602], [-0.433, -6.155, -1.174], [0.581, -6.440, -0.246], [1.282, -5.372, 0.345], [0.983, -4.049, 0.039], [-0.589, -2.387, -2.593], [0.300, -1.613, -1.135], [-1.361, -4.645, -2.390], [-1.055, -6.967, -1.584], [0.866, -7.489, -0.019], [2.053, -5.518, 1.111], [1.495, -3.217, 0.515], [7.328, -0.812, -0.633], [5.396, -0.109, -0.588], [4.361, -0.885, -1.136], [3.066, -0.397, -1.196], [2.726, 0.848, -0.649], [3.760, 1.590, -0.062], [5.037, 1.137, -0.018], [1.342, 1.488, -0.640], [1.247, 2.547, 0.030], [0.407, 0.863, -1.298], [4.596, -1.869, -1.576], [2.271, -1.021, -1.646], [3.526, 2.561, 0.395], [5.811, 1.772, 0.430]]}